Record 1
{"formula": "C2H4N3", "method": "the ωB97M-V functional and the def2-TZVPD basis", "elements": ["C", "C", "N", "N", "N", "H", "H", "H", "H"], "xyz": [[0.950, -0.282, -0.129], [-1.214, -0.196, 0.330], [2.014, 0.083, 0.189], [-0.161, -0.926, -0.437], [-0.355, 0.608, -0.546], [-2.270, -0.539, 0.175], [-1.142, -0.160, 1.341], [2.939, 0.412, 0.517], [-0.761, 0.999, -1.439]], "orbital_gap_ev": 12.21, "e_above_lowest_kcal_mol": 106.0, "homo_energy_ev": -16.346, "charge": 1, "total_energy_ev": -6596.8697}

Record 2
{"formula": "C23H29FN2O4", "method": "the ωB97M-V functional and the def2-TZVPD basis", "elements": ["C", "O", "C", "C", "N", "C", "O", "C", "C", "C", "C", "C", "C", "H", "O", "C", "C", "C", "N", "C", "C", "H", "H", "H", "H", "C", "C", "C", "C", "C", "C", "C", "O", "C", "H", "H", "H", "H", "F", "H", "H", "H", "H", "H", "H", "H", "H", "H", "H", "H", "H", "H", "H", "H", "H", "H", "H", "H", "H"], "xyz": [[-4.652, -1.853, 2.227], [-3.283, -1.612, 2.033], [-2.532, -1.683, 3.227], [-1.070, -1.413, 2.882], [-0.907, -0.091, 2.333], [-0.207, 0.886, 2.959], [0.394, 0.699, 4.001], [-0.192, 2.191, 2.236], [-0.207, 3.374, 2.960], [-0.165, 4.582, 2.283], [-0.086, 4.608, 0.907], [-0.044, 3.422, 0.164], [-0.107, 2.213, 0.847], [-0.048, 1.269, 0.333], [0.059, 3.606, -1.178], [0.097, 2.546, -2.127], [1.333, 1.647, -2.007], [1.285, 0.562, -3.092], [0.066, -0.222, -3.077], [-1.084, 0.640, -3.257], [-1.206, 1.741, -2.191], [-2.028, 2.412, -2.446], [-1.439, 1.293, -1.226], [-1.987, 0.025, -3.257], [-0.989, 1.104, -4.243], [-0.070, -1.121, -1.936], [1.111, -2.045, -1.821], [1.392, -2.932, -2.847], [2.475, -3.792, -2.788], [3.273, -3.742, -1.664], [3.032, -2.872, -0.617], [1.945, -2.009, -0.691], [1.628, -1.111, 0.283], [2.439, -1.054, 1.436], [1.997, -0.295, 2.079], [2.447, -2.010, 1.966], [3.464, -0.763, 1.187], [3.701, -2.885, 0.228], [4.337, -4.570, -1.570], [2.698, -4.482, -3.584], [0.747, -2.933, -3.712], [-0.973, -1.716, -2.113], [-0.195, -0.597, -0.979], [2.134, -0.114, -2.977], [1.352, 1.029, -4.079], [1.395, 1.173, -1.031], [2.229, 2.257, -2.134], [0.186, 3.097, -3.075], [-0.043, 5.542, 0.368], [-0.186, 5.510, 2.834], [-0.252, 3.334, 4.037], [-1.508, 0.132, 1.556], [-0.733, -2.152, 2.148], [-0.452, -1.471, 3.781], [-2.896, -0.934, 3.947], [-2.633, -2.679, 3.683], [-4.825, -2.854, 2.640], [-5.125, -1.776, 1.251], [-5.093, -1.113, 2.907]], "orbital_gap_ev": 9.22, "e_above_lowest_kcal_mol": 50.4, "homo_energy_ev": -8.524, "charge": 0, "total_energy_ev": -38209.0921}

Number 1 is which compound? C2H4N3